No. 1
Here is a 5-piece molecular cluster, C5H17NO4 overall from OMol25. Energies are from wB97M-V/def2-TZVPD.

Results
**SMILES string**: C=CCNC=C.O.O.O.O
**E_LUMO**: 0.331 eV
**Gap between HOMO and LUMO**: 0.3040 Ha
**HOMO level**: -7.94 eV

```
27
Properties=species:S:1:pos:R:3:lowdin_charge:R:1
C -0.8618 -3.0387 0.4760 0.012
C -0.2825 -2.0691 -0.2061 -0.174
C -0.9666 -1.0061 -0.9915 -0.228
N -0.1922 0.2281 -0.9592 -0.090
C -0.4204 1.2501 -1.8814 -0.258
C 0.2703 2.3892 -1.7966 -0.025
H -0.3985 -3.7918 1.0886 0.052
H -1.9145 -3.2181 0.2821 0.062
H 0.7965 -1.9025 -0.1713 0.096
H -1.0591 -1.3179 -2.0490 0.120
H -1.9592 -0.7300 -0.6252 0.120
H 0.7586 0.1343 -0.6567 0.096
H -1.1738 1.0134 -2.6237 0.115
H 0.9670 2.5930 -0.9984 0.054
H -0.0161 3.1476 -2.5064 0.038
O 1.9955 -0.3209 2.5953 -0.056
H 2.6770 -0.5649 3.2380 0.052
H 2.3425 -0.9060 1.9048 0.035
O -1.7656 2.2177 1.4859 -0.057
H -1.4484 1.6255 0.8028 0.000
H -1.2027 2.9397 1.7690 0.039
O -0.2917 0.5288 4.1495 -0.080
H -1.1834 0.8658 3.9808 0.026
H -0.0829 0.2868 3.2386 -0.006
O 1.5556 -0.2543 -2.9257 -0.050
H 1.3872 -0.1004 -3.8595 0.053
H 2.4691 0.0004 -2.7605 0.053
```

---

No. 2
Here is one molecule with the formula C5H5NOS from OMol25. Energies are from wB97M-V/def2-TZVPD.

Results
**E_LUMO**: -1.715 eV
**Gap between HOMO and LUMO**: 0.2362 Ha
**HOMO level**: -8.14 eV

```
13
Properties=species:S:1:pos:R:3:lowdin_charge:R:1
C 1.6980 0.8534 -0.3912 -0.249
C -1.5812 0.0595 -0.0156 -0.105
C -1.1975 0.3993 1.2184 -0.341
C -0.4626 -0.2209 -1.0239 -0.204
C 0.8434 -0.2566 -0.3267 -0.569
N 2.3911 1.7628 -0.4925 0.214
O 0.0179 0.4738 1.6187 -0.075
S 1.4567 -1.7808 0.2005 0.952
H -2.6019 0.0049 -0.3456 0.086
H -1.9547 0.6273 1.9735 0.125
H -0.6625 -1.1874 -1.4934 0.113
H -0.4607 0.5676 -1.7875 0.128
H 2.5140 -1.3029 0.8653 -0.075
```

---

No. 3
Here is one molecule with the formula C11H11NO2S from OMol25. Energies are from wB97M-V/def2-TZVPD.

Results
**SMILES string**: O=C(O)CCCc1nc2ccccc2s1
**E_LUMO**: 0.666 eV
**Gap between HOMO and LUMO**: 0.3513 Ha
**HOMO level**: -8.89 eV

```
26
Properties=species:S:1:pos:R:3:lowdin_charge:R:1
O -2.0587 -4.7021 -0.3020 0.108
C -1.7199 -3.9996 -1.2146 -0.550
O -0.8807 -4.4145 -2.1711 0.109
C -2.1348 -2.5649 -1.4193 -0.106
C -1.1698 -1.6526 -0.6542 -0.184
C -1.5763 -0.1832 -0.7901 -0.195
C -0.5967 0.7051 -0.1137 -0.575
N 0.6699 0.6123 -0.2247 0.109
C 1.3326 1.5608 0.4988 -0.311
C 2.7132 1.7155 0.5759 -0.017
C 3.2258 2.7318 1.3537 -0.089
C 2.3868 3.5951 2.0553 -0.093
C 1.0135 3.4610 1.9944 -0.098
C 0.4923 2.4426 1.2154 -0.475
S -1.1684 2.0158 0.9352 1.076
H -0.5947 -5.3265 -2.0040 0.132
H -3.1476 -2.4353 -1.0364 0.129
H -2.1044 -2.3323 -2.4834 0.124
H -0.1575 -1.7738 -1.0410 0.120
H -1.1680 -1.9334 0.4006 0.130
H -1.6112 0.0825 -1.8513 0.129
H -2.5687 -0.0189 -0.3667 0.109
H 3.3515 1.0412 0.0280 0.112
H 4.2952 2.8634 1.4222 0.101
H 2.8158 4.3823 2.6569 0.101
H 0.3608 4.1276 2.5362 0.106
```

---

No. 4
Here is C5H5O16V as an isolated structure from OMol25. Energies are from wB97M-V/def2-TZVPD.

Results
**<S²>**: 0.7749
**Charge**: -3
**E_LUMO (spin up / spin down)**: 7.192 / 7.192 eV
**Gap between HOMO and LUMO (spin up / spin down)**: 0.2594 / 0.2596 Ha
**HOMO level (spin up / spin down)**: 0.13 / 0.13 eV
**2S+1**: 2

```
27
Properties=species:S:1:pos:R:3:lowdin_charge:R:1
O 3.9879 15.7751 -5.5113 -0.300
V 5.1784 16.5988 -6.1095 1.159
O 8.0530 13.6842 -4.8391 0.018
C 7.5706 14.8940 -4.3542 -0.758
O 8.1249 15.5376 -3.4554 0.001
O 6.6072 15.3290 -5.0663 -0.123
H 7.5919 13.8379 -5.6950 0.098
O 4.9689 13.5696 -9.7530 0.008
C 5.0032 14.7863 -9.0696 -0.797
O 4.7321 15.8055 -9.7198 -0.002
O 5.3518 14.8137 -7.8579 -0.087
H 5.3317 13.0021 -9.0538 0.073
O 5.2110 20.0451 -3.7286 0.021
C 6.0093 18.9008 -3.6876 -0.768
O 7.0195 18.8719 -3.0029 0.013
O 5.5142 17.9314 -4.3519 -0.107
H 4.4680 19.6680 -4.2256 0.078
O 8.5746 18.8654 -7.7783 0.043
C 7.5463 18.1016 -8.2134 -0.795
O 6.8638 17.5057 -7.3238 -0.099
O 7.3357 18.1321 -9.4384 -0.013
H 8.4828 18.7592 -6.8137 0.101
O 2.5332 20.0396 -7.4601 0.027
C 3.5412 19.1529 -7.7571 -0.784
O 4.1538 19.1837 -8.8293 0.024
O 3.7837 18.2925 -6.8434 -0.119
H 2.6003 19.7896 -6.5089 0.089
```

---

What did we get for energy relative to the best compared isomer or geometry (same formula, charge and spin)? Answer: 2.704; 3.603; 0.000; 0.000 eV, in the order shown.
What did we get for largest force on an atom? Answer: 0.033; 0.051; 0.020; 0.097 Eh/bohr, in the order shown.